1.
ORCA calculation (ωB97M-V with the def2-TZVPD basis set) on a structure of composition C34H56IrN3OP2 at a distorted geometry.

```
97
Properties=species:S:1:pos:R:3:forces:R:3:lowdin_spin:R:1
N 0.8980 -0.1628 -0.6808 -0.46 -0.45 -1.69 0.654
C 0.6831 -0.8991 -1.6620 0.18 0.26 -0.41 0.190
H -0.6325 -5.9677 -0.5159 0.41 -0.10 -0.06 0.000
C 3.4716 -0.2804 3.9676 -0.22 -0.11 -0.37 0.010
H 3.4560 -1.4048 -2.3397 -0.40 0.55 -0.75 0.000
C 1.2962 3.4714 -1.2806 0.09 -0.15 0.04 0.008
H 2.7120 -4.7176 -1.6129 -0.03 0.37 0.22 0.003
C 0.7627 -4.0621 2.3891 0.25 0.20 -0.37 0.014
C -3.0467 1.3518 -2.5487 -0.53 1.01 -1.26 0.350
H -2.5620 -4.3196 1.1595 0.39 -0.20 0.23 0.001
H -3.3241 2.0247 1.8698 -0.12 0.17 -0.10 0.000
O -2.0031 0.5856 3.1585 2.64 0.16 -3.46 0.047
C 0.4158 5.5072 -0.1376 0.07 0.19 -0.05 0.011
P -0.0971 -2.8816 0.0493 0.43 -1.82 -0.58 0.659
H 1.1362 1.5889 -3.0259 0.21 -0.55 -0.34 0.001
C -1.9076 -0.8037 -1.3644 2.49 -1.46 1.77 0.500
H -3.3353 -2.0229 -2.3834 -0.26 0.46 -0.19 0.016
C 0.1208 -4.3594 -2.4158 -0.20 0.51 -0.22 0.011
C 1.7110 3.7759 1.1701 0.07 -0.06 -0.03 0.008
H -2.7629 5.2497 -0.0795 0.08 0.06 0.39 0.001
H -3.9342 3.0721 0.5616 0.03 0.01 0.27 0.000
H 3.4294 -0.4790 -3.9234 -0.20 -0.08 0.98 0.000
H 0.2307 6.0175 0.8217 0.01 -0.28 -0.44 0.000
C -2.4741 5.2496 0.9839 0.13 0.40 -0.04 0.011
H -0.8482 -4.8779 -2.4375 0.25 0.03 0.01 0.001
H -0.4191 -1.6536 2.7658 -0.34 -0.23 -0.02 0.008
H 1.5405 0.8518 -4.6147 -0.31 -0.09 0.41 0.002
H 0.0436 -1.8465 -3.9319 0.71 -0.16 -0.55 0.000
C 0.9965 0.6987 -3.6666 -0.51 0.77 0.64 0.006
H 2.4053 -1.0301 0.7995 0.12 0.16 0.39 0.007
C -1.6470 -4.6874 1.6632 -0.15 -0.32 -0.49 0.042
H 1.9724 2.7072 1.2725 0.00 0.48 -0.08 0.004
C -3.4727 0.0951 -2.9335 -0.41 -2.32 -0.07 0.090
C -1.5629 3.9878 2.9519 -0.04 0.12 0.02 0.002
H -1.3043 -5.6050 1.1568 -0.29 0.61 0.46 0.000
H -1.4589 -2.7115 -1.8939 1.34 0.34 -0.65 0.022
H -1.9363 -4.9647 2.6955 0.24 0.24 -0.41 0.011
C 1.4418 0.8609 3.3229 0.49 -0.07 0.41 0.010
H -1.4786 3.0125 3.4483 0.01 0.28 -0.03 0.000
H 1.5305 2.3914 -1.2080 -0.07 0.50 -0.09 0.005
C 2.4295 0.5896 4.2737 -0.44 0.17 -0.39 0.002
H -1.6733 5.9840 1.1339 -0.42 -0.30 -0.06 0.000
H -4.1158 3.5479 2.2645 0.20 -0.17 -0.30 0.000
H 4.2514 -0.5015 4.6983 -0.21 0.08 -0.26 0.000
H 1.6619 -2.6217 -3.6236 -0.30 0.05 -0.47 0.000
Ir -0.2131 0.7510 0.7426 1.02 -2.77 0.75 0.585
C -1.1619 -2.4530 2.6131 0.08 0.02 0.02 0.015
C 0.4396 -5.7434 -0.4757 -0.11 -0.23 0.27 0.012
N -1.6616 0.4418 -0.8314 -0.07 2.30 1.15 0.195
H -0.0805 0.6516 -3.8610 0.06 -0.09 -0.28 0.001
H 2.3370 -2.9583 -1.4085 0.13 -0.48 0.05 0.003
C 0.6959 -4.3239 -0.9841 -0.29 0.34 -0.34 0.048
C 2.4408 -0.5817 1.7931 0.23 0.34 0.50 0.020
H 2.6277 4.3370 0.9262 -0.29 -0.20 0.13 0.000
H 0.8271 -5.9815 0.5143 -0.08 0.02 -0.22 0.000
H 0.5546 -4.4108 3.4191 -0.05 0.17 -0.53 0.002
C 1.4853 -0.6057 -3.0315 0.23 0.02 -0.26 0.055
H 1.4630 -1.5188 -5.0253 -0.18 0.02 0.65 0.003
C -1.7524 2.8887 -1.1281 -0.57 -0.68 -0.06 0.048
H 0.9347 -6.4248 -1.1779 -0.03 0.15 0.05 0.003
C 3.4674 -0.8764 2.7013 -0.59 0.15 -0.37 0.001
H -0.5852 4.4931 2.9681 -0.37 -0.10 0.05 0.000
C 0.6846 3.9935 0.0356 0.18 0.31 0.12 0.033
H -0.4059 5.7178 -0.8453 0.29 -0.07 0.37 0.000
H 1.2614 -4.8817 1.8382 -0.35 0.57 0.49 0.000
C 2.1861 -3.9709 -0.9942 0.17 0.04 -0.01 0.026
H 0.8153 -4.8893 -3.0786 -0.14 -0.05 0.24 0.001
H 1.3439 4.1388 2.1420 0.13 -0.09 -0.31 0.000
H -2.6170 3.5525 -1.1407 -0.10 0.01 0.20 0.009
H -3.3486 5.6032 1.5582 0.30 -0.16 -0.25 0.002
H -0.0360 -3.3692 -2.8482 0.32 -0.78 0.02 0.002
C -0.9019 -1.9136 -1.3702 -0.28 2.47 1.28 0.286
C 1.1490 -1.7201 -3.9822 -0.41 -0.68 -0.20 0.011
H 2.6077 -3.9868 0.0218 -0.02 -0.06 -0.30 0.002
C -2.9944 -0.9950 -2.2354 -2.61 0.51 -2.22 0.318
C -3.4396 3.0602 1.5426 0.04 -0.15 0.02 0.001
C -2.1204 3.8568 1.5267 0.20 -0.39 0.20 0.024
C -2.2252 1.4906 -1.4367 2.46 0.43 0.71 0.180
H 0.6577 3.6593 -2.1660 0.42 -0.07 0.45 0.001
C 3.0210 -0.5236 -2.8818 0.70 -0.02 0.98 0.001
H -1.4141 -2.8748 3.6062 0.11 0.22 -0.52 0.001
H 2.2398 4.0180 -1.4501 -0.32 -0.27 0.06 0.000
H -4.1836 0.0107 -3.7369 -0.25 -0.25 -0.03 0.000
N 1.4528 0.3005 2.0955 -0.41 0.26 -0.01 0.026
C -0.5694 -3.5774 1.7390 -0.67 0.12 1.20 0.105
P -0.8333 2.9331 0.4411 0.01 2.94 -0.73 0.147
C -1.3219 0.6607 2.2019 -3.75 -0.36 4.38 0.092
H -1.1520 3.2775 -1.9650 -0.04 -0.47 0.10 0.011
H 3.4005 0.3620 -2.3011 -0.62 -0.59 -0.68 0.001
H 0.6224 1.5535 3.5524 0.49 -0.30 -0.10 0.001
H 1.3182 5.9878 -0.5615 -0.30 -0.36 0.17 0.003
H -2.0914 -2.0552 2.1636 0.43 -0.08 0.28 0.002
H -2.2767 4.5985 3.5275 0.32 -0.22 -0.04 0.000
H 4.2336 -1.5781 2.3853 -0.05 0.13 0.15 0.000
H -3.2992 2.2470 -3.1228 -0.13 -0.34 0.31 0.012
H 2.3501 1.0788 5.2351 0.10 -0.05 0.02 0.000
H 1.4676 -3.2108 2.4520 -0.24 -0.41 0.10 0.003
```
Forces are in eV/Å.

Its charge is +3. As for the spin multiplicity: 6. The relative energy (zero: lowest compared OMol25 entry of this formula, charge and spin) is 27.92 kcal/mol. The HOMO energy (spin up / spin down) is -14.51 / -17.94 eV. The calculation puts the frontier orbital gap (spin up / spin down) at 5.9110 / 5.7521 eV. For the LUMO energy (spin up / spin down), the calculation gives -8.60 / -12.19 eV.

---

2.
ORCA calculation (ωB97M-V with the def2-TZVPD basis set) on a cluster of 9 separate species, C34H56N2O21 in total at a distorted geometry.

```
113
Properties=species:S:1:pos:R:3:forces:R:3:mulliken_charge:R:1
H 4.6162 -0.9839 -1.0483 -0.80 0.57 -1.28 0.316
H 1.6522 -2.8789 2.0447 0.20 -0.65 -0.20 -1.027
O 4.4652 -1.5409 -3.0303 0.59 -1.39 -0.65 -0.386
H -0.8498 1.9501 -4.0263 -0.88 1.57 -0.74 0.523
H -1.5508 3.4361 4.5287 -0.66 -1.16 0.26 -0.017
H 2.5392 -8.0249 0.3827 0.65 -1.00 0.07 0.398
C 4.0632 -0.7039 -2.0143 -1.00 -1.06 2.22 -0.384
H -3.6068 2.0361 3.2677 0.23 0.81 -0.82 0.356
O 1.2972 -5.1799 -4.7213 -1.78 0.41 1.97 -0.294
O -0.4808 -4.9459 3.4627 0.21 0.46 -0.82 -0.634
H 2.9982 -2.4399 -0.2253 0.65 -0.28 -0.20 0.620
C 1.0732 0.0031 3.5077 0.40 -0.83 2.31 -1.401
C 1.2692 -5.5719 0.5717 2.57 1.30 1.73 -0.246
H 0.6492 0.3411 2.6057 -0.21 0.05 -1.46 0.034
H 3.3022 -5.5719 -4.8383 -0.10 0.52 0.36 0.265
C -2.4238 6.5281 -2.8133 -0.89 1.75 -1.00 0.513
O 3.0102 0.6351 -4.8303 0.04 -0.17 -0.11 -0.539
H -1.3458 -3.1849 0.6427 0.03 -0.11 -1.04 0.351
C 2.3782 -6.0639 -4.5123 2.59 1.77 0.87 -0.718
C 1.1092 -1.5649 3.7027 1.70 1.22 -0.38 0.968
H 0.7702 1.8231 -1.6393 0.04 0.49 -0.46 -0.976
H -0.9868 2.4131 1.7407 0.51 -0.04 -0.22 -0.226
H -1.2928 -2.6869 2.2437 -1.78 0.14 0.72 0.354
O -0.8548 0.1421 -0.2573 -6.78 -1.88 3.65 0.193
H -0.3368 -1.7829 1.3317 -0.94 -0.26 -1.43 -0.234
H -1.1238 -4.0409 -1.8413 -0.78 -3.15 3.42 0.555
C -1.3328 -2.3009 1.2357 1.96 1.49 0.67 -0.318
O 0.8832 -6.4789 2.6407 -0.14 -1.56 1.42 -0.439
H 2.8302 -1.4999 2.2807 -1.09 -1.12 0.58 0.038
N -3.0658 4.9611 2.1857 4.02 0.22 -0.48 -0.626
H 2.0922 0.4371 3.6987 -0.79 -0.64 -0.54 0.465
C 2.5062 -1.0329 -1.9053 1.15 0.36 2.67 1.582
H 2.7052 -6.2929 1.8977 1.27 -0.11 0.45 0.375
H 1.8002 -1.2329 0.1767 0.52 0.00 -0.59 -0.196
C 0.2292 -5.3409 2.5677 -1.11 -1.57 4.09 0.592
H 0.1722 -2.0959 3.7607 -0.59 0.22 -0.47 0.235
C 1.7662 -6.6539 1.5617 -0.59 1.61 -0.36 0.690
C 0.0172 1.5341 -3.6203 -1.46 -2.76 2.47 -0.117
C 2.1342 -2.2639 2.7787 1.79 1.57 0.67 1.254
H -4.3248 7.4661 -2.8223 0.90 0.36 -0.55 0.324
C -3.2508 7.8211 -2.9423 -2.70 -2.07 0.72 -1.456
C -2.4468 0.5081 4.1667 0.55 1.14 0.44 -0.753
O 0.7912 0.9521 -4.5953 1.25 -0.25 -1.44 -0.407
C 0.9242 2.2461 -2.6563 -0.37 -0.36 0.25 2.166
C 3.4102 -2.1349 -3.6483 1.05 2.22 0.28 0.657
H -3.0348 -0.3669 4.2147 -0.83 -0.94 -0.08 0.470
C -0.9418 -3.3969 -2.5653 1.36 1.20 -3.98 -0.718
H -0.4698 4.0931 -0.0533 -0.83 0.31 -0.60 -0.532
H -2.4178 5.3201 -1.0353 0.44 0.01 1.62 -0.256
C 0.8352 -4.6259 -3.6033 2.42 3.25 4.88 0.676
H -0.5608 6.2241 1.3847 1.18 0.17 -0.26 0.394
H -0.4298 3.8351 -2.5263 1.06 0.06 -0.22 -0.506
H 2.0402 -4.8929 0.0857 -0.78 -1.02 0.79 -0.014
H 1.8922 -8.6559 1.9057 1.17 -3.54 4.06 0.493
O 1.5912 -4.3739 -2.4503 -4.56 -2.38 -6.41 -0.370
H 0.5542 1.8561 1.0517 -0.07 1.11 0.01 0.078
H 1.0862 4.3341 0.6177 -0.69 0.16 0.21 0.522
H -1.4088 6.7971 -2.7073 1.35 0.04 0.78 0.348
H -1.8288 -3.1309 -3.0533 -1.56 1.46 0.28 0.404
H 0.4402 0.4771 4.2827 0.26 -0.52 -0.17 0.378
C -2.0908 -0.1539 0.3627 6.29 1.35 -3.68 0.097
C 2.6642 -2.7479 4.9917 -1.16 -2.15 0.55 0.576
H 1.2472 4.3081 -1.8723 -1.09 -1.26 -1.26 0.197
H -4.0248 2.0841 -0.8323 -0.61 -0.20 -0.27 0.508
O 2.9972 -3.0249 3.7197 -0.43 0.07 -1.60 -0.461
H 1.9222 -0.0859 -1.7913 0.22 -1.03 -0.91 -1.252
O 2.1892 1.7841 -3.1013 0.63 0.70 0.10 -0.487
H -0.1038 5.3421 2.9227 0.36 -0.41 -2.08 0.413
H -1.6558 0.4011 4.9237 -0.41 0.25 0.00 0.398
H -0.2658 -2.6459 -2.2243 0.22 0.78 -0.14 0.035
O 3.0102 -3.4169 5.9487 -0.21 2.17 -1.71 -0.573
H 2.5502 -6.3309 -3.4643 -0.54 -0.16 -0.37 0.259
O 2.2752 -1.8069 -3.0423 -1.17 0.33 -0.38 -0.307
O -2.1448 3.7481 -4.6713 -0.23 -0.63 -0.99 -0.666
C 0.0622 2.7281 1.5307 -1.76 0.19 0.85 -0.417
N -2.3128 2.8471 7.6037 -0.33 0.29 -2.90 -0.478
O -0.4368 -4.0979 -3.7423 3.64 -1.76 0.36 -0.391
C -2.4038 2.9141 6.4357 0.79 -1.10 1.90 0.066
H 1.3502 -2.5579 -0.7733 0.01 -0.17 -0.58 -0.417
O -2.4058 -1.3699 0.8747 0.38 1.86 0.22 -0.396
O -3.0478 0.7761 0.4057 0.06 -2.96 0.57 -0.365
H -2.2568 1.9061 -1.1743 -0.38 -0.01 0.31 0.032
C -3.0518 1.9521 -0.4143 1.78 0.24 0.70 -0.216
C -2.9458 5.4481 -1.9283 -0.55 0.09 -0.27 -0.132
H -0.3648 0.7081 -3.0003 -0.31 -0.21 -0.25 0.049
O -2.4438 5.8141 -4.0593 -0.26 5.16 -2.02 -0.385
H -3.2508 8.5521 -2.1393 1.05 0.11 -0.05 0.384
H -2.8548 2.7311 0.3297 -0.02 0.34 -0.55 -0.081
O -2.6748 4.3121 -2.7113 -1.98 -4.06 9.96 -0.218
C 1.7742 -8.0559 1.1517 0.35 3.45 -4.92 -1.757
C -1.8908 5.0551 2.0537 -5.30 -0.83 0.60 0.244
O 0.4782 -4.7919 1.4667 -0.07 3.85 -3.59 -0.112
H 1.0062 4.2171 -3.6253 -0.56 -0.66 0.21 0.394
H -3.1908 8.2091 -3.9393 0.39 0.52 -0.29 0.352
H -1.9558 0.5581 3.2127 0.45 -0.37 -0.54 -0.092
C 2.0712 1.0701 -4.2493 0.56 0.13 -0.19 0.462
H 2.3532 -6.8219 -5.2063 -0.96 -2.18 -1.15 0.370
H -4.0178 5.4501 -1.8143 -0.37 0.47 0.46 0.421
C -2.4528 4.5691 -3.8493 2.64 -1.68 -8.30 0.754
C 0.6692 3.7041 -2.6993 1.17 2.85 1.58 -0.681
C -2.4838 2.9631 4.9457 -1.24 2.70 0.13 0.016
H 0.4332 2.9831 2.5117 0.69 -0.79 0.56 0.506
C -3.2478 1.8181 4.2487 1.41 -0.54 1.09 -0.792
H 0.6232 -5.8549 -0.1483 -1.93 -1.46 -2.61 0.314
C 2.1862 -1.8769 -0.6503 -1.08 1.06 0.96 -0.205
C 0.0242 4.1131 0.8907 2.83 -0.10 -0.04 0.276
H -3.2168 3.8161 4.8657 0.70 -0.38 -0.29 0.309
H -4.1558 1.7951 4.8027 -0.75 -0.74 0.76 0.517
H 0.9132 -8.3039 0.6027 -1.53 -0.34 -0.45 0.416
H 4.2712 0.2841 -2.3263 0.09 1.25 0.00 0.333
C -0.4738 5.2311 1.8267 -0.92 0.07 1.42 -0.556
O 3.5262 -2.6719 -4.6773 -0.23 -1.86 -1.46 -0.548
O 1.6982 -1.8079 4.9567 0.31 0.51 2.58 -0.508
```
Forces are in eV/Å.

Its charge is 0. As for the spin multiplicity: 1. The relative energy (zero: lowest compared OMol25 entry of this formula, charge and spin) is 104.34 kcal/mol. The HOMO energy is -10.54 eV. The SMILES is C[C@H]1COC(=O)O1.C[C@H]1COC(=O)O1.C[C@H]1COC(=O)O1.C[C@H]1COC(=O)O1.C[C@H]1COC(=O)O1.COC(=O)OC.COC(=O)OC.CCCC#N.CCCC#N. The calculation puts the frontier orbital gap at 10.3087 eV. For the LUMO energy, the calculation gives -0.23 eV.